## P
{"formula": "C3H7N5", "method": "the ωB97M-V functional and the def2-TZVPD basis", "elements": ["C", "C", "C", "H", "H", "H", "H", "H", "H", "H", "N", "N", "N", "N", "N"], "xyz": [[-0.820, 0.183, 0.115], [0.611, -0.173, 0.678], [0.709, 0.279, -1.615], [-1.623, 0.248, 2.900], [-2.370, -1.163, 2.280], [0.617, -1.170, 0.973], [0.766, 0.627, 1.461], [2.492, -0.350, -0.543], [2.195, -0.093, -2.868], [-1.165, 0.800, -1.835], [-1.637, -0.479, 2.115], [-1.886, 0.073, 0.916], [1.499, -0.004, -0.647], [1.169, 0.231, -2.914], [-0.556, 0.991, -1.016]], "homo_energy_ev": -8.6, "smiles": "[H]/N=C1\\NC/C(=N\\N)N1", "e_lumo_ev": 0.664, "multiplicity": 1, "orbital_gap_ev": 9.2}

---

## Q
{"formula": "C3H7N5", "method": "the ωB97M-V functional and the def2-TZVPD basis", "elements": ["C", "C", "C", "H", "H", "H", "H", "H", "H", "H", "N", "N", "N", "N", "N"], "xyz": [[-0.221, 0.410, -0.942], [1.371, 0.428, 0.973], [-0.983, -1.310, 0.503], [-1.247, 1.272, -2.803], [0.685, 1.569, -2.255], [-0.465, 1.853, 1.029], [0.912, 1.155, 2.289], [2.969, -0.746, 1.039], [0.065, -1.935, 0.664], [-1.061, -1.591, 2.396], [-0.484, 1.295, -1.970], [0.540, 1.082, -0.063], [2.212, -0.576, 0.399], [-1.061, -0.613, -0.695], [-1.614, -1.008, 1.535]], "homo_energy_ev": -9.1, "e_lumo_ev": -1.728, "multiplicity": 1, "orbital_gap_ev": 7.4}

---

Energetically preferred structure: P | next structure: +140.0 kcal/mol

---

## P
{"formula": "C10H11NO2S", "method": "the ωB97M-V functional and the def2-TZVPD basis", "elements": ["C", "C", "C", "C", "C", "C", "C", "C", "C", "C", "N", "O", "O", "S", "H", "H", "H", "H", "H", "H", "H", "H", "H", "H", "H"], "xyz": [[2.093, 1.367, 0.075], [-0.362, 1.873, 0.504], [0.744, 1.027, 0.380], [0.633, -0.408, 0.377], [2.922, 0.285, -0.024], [-1.011, -1.084, 0.787], [4.338, 0.030, -0.535], [-1.636, 1.263, 0.870], [-1.339, -2.507, 0.349], [-1.837, 0.118, -1.296], [-1.948, -0.056, 0.189], [4.397, -1.177, -0.817], [5.153, 0.930, -0.573], [2.082, -1.232, 0.324], [2.449, 2.302, -0.263], [-0.266, 2.876, 0.569], [-1.439, 0.963, 1.929], [-2.484, 1.751, 0.623], [-0.598, -3.115, 0.953], [-1.256, -2.594, -0.700], [-2.354, -2.630, 0.755], [-0.744, 0.261, -1.419], [-2.159, -0.854, -1.862], [-2.399, 1.015, -1.488], [-2.978, -0.402, 0.292]], "homo_energy_ev": [-7.9, -8.1], "smiles": "CC1=c2sc(C(=O)[O-])cc2=CC[N@H+]1C", "e_lumo_ev": [-1.855, -1.659], "multiplicity": 1, "orbital_gap_ev": [6.0, 6.4]}

---

## Q
{"formula": "C10H11NO2S", "method": "the ωB97M-V functional and the def2-TZVPD basis", "elements": ["C", "C", "C", "C", "C", "C", "C", "C", "C", "C", "N", "O", "O", "S", "H", "H", "H", "H", "H", "H", "H", "H", "H", "H", "H"], "xyz": [[2.510, -1.672, 0.855], [1.797, -2.836, 0.473], [1.860, -0.481, 0.725], [0.533, -2.593, -0.043], [0.643, -0.226, 0.182], [0.018, -1.356, -0.211], [0.072, 1.191, 0.176], [-1.450, 1.069, 0.181], [-2.189, 2.337, 0.642], [0.665, 1.944, -1.023], [-2.331, 0.192, -0.281], [-1.640, -1.189, -2.307], [-2.583, -2.351, -0.359], [-1.722, -1.304, -0.855], [3.551, -1.561, 1.031], [2.149, -3.843, 0.450], [2.500, 0.436, 0.968], [-0.105, -3.396, -0.142], [0.411, 1.567, 1.110], [-1.792, 2.597, 1.690], [-3.285, 2.127, 0.706], [-2.017, 3.183, -0.029], [0.228, 2.976, -1.132], [0.365, 1.441, -1.852], [1.811, 1.749, -0.957]], "homo_energy_ev": -10.0, "smiles": "CC1=NS(=O)(=O)c2ccccc2[C@H]1C", "e_lumo_ev": 0.279, "multiplicity": 1, "orbital_gap_ev": 10.3}

---

Energetically preferred structure: Q | next structure: +105.0 kcal/mol

---

## P
{"formula": "C6H16N2", "method": "the ωB97M-V functional and the def2-TZVPD basis", "elements": ["C", "C", "C", "C", "C", "N", "C", "N", "H", "H", "H", "H", "H", "H", "H", "H", "H", "H", "H", "H", "H", "H", "H", "H"], "xyz": [[1.506, -1.040, 1.043], [0.620, -0.526, -0.300], [1.310, 0.936, -0.584], [0.743, 1.450, -1.855], [1.156, 1.937, 0.594], [-0.747, -0.215, 0.080], [-1.588, -1.399, 0.218], [-2.939, -1.094, 0.601], [1.400, -2.247, 1.287], [2.573, -0.702, 1.024], [1.120, -0.413, 1.917], [0.826, -1.302, -1.159], [2.369, 0.679, -0.658], [1.239, 2.344, -2.144], [-0.204, 1.746, -1.832], [0.754, 0.545, -2.527], [0.156, 2.008, 0.892], [1.648, 1.519, 1.518], [1.461, 2.910, 0.529], [-0.633, 0.132, 1.082], [-1.466, -1.998, -0.751], [-1.163, -2.086, 1.051], [-3.408, -1.861, 0.305], [-3.350, -0.256, 0.010]], "homo_energy_ev": [1.4, -5.4], "e_lumo_ev": [3.922, 3.936], "charge": -1, "multiplicity": 2, "orbital_gap_ev": [2.5, 9.3]}

---

## Q
{"formula": "C6H16N2", "method": "the ωB97M-V functional and the def2-TZVPD basis", "elements": ["C", "C", "C", "C", "C", "N", "C", "N", "H", "H", "H", "H", "H", "H", "H", "H", "H", "H", "H", "H", "H", "H", "H", "H"], "xyz": [[0.215, 2.141, -0.926], [-0.305, 1.205, -1.976], [-0.787, -0.229, -1.541], [-1.428, -0.383, -0.090], [-0.781, 0.029, 1.314], [0.161, -0.721, 2.064], [1.031, -1.718, 1.282], [2.306, -1.195, 0.842], [-0.357, 3.113, -1.022], [0.463, 1.624, 0.015], [1.229, 2.345, -1.281], [-1.197, 1.694, -2.508], [0.397, 1.042, -2.749], [0.085, -1.001, -1.507], [-1.525, -0.740, -2.258], [-2.537, 0.074, -0.205], [-1.766, -1.419, -0.065], [-1.809, 0.037, 1.994], [-0.238, 1.065, 1.330], [-0.339, -1.006, 2.931], [1.491, -2.500, 2.030], [0.501, -2.284, 0.576], [2.414, -0.468, 0.076], [2.774, -0.705, 1.675]], "homo_energy_ev": [1.2, -4.6], "e_lumo_ev": [3.897, 3.693], "charge": -1, "multiplicity": 2, "orbital_gap_ev": [2.7, 8.3]}

---

Energetically preferred structure: P | next structure: +16.5 kcal/mol

---

## P
{"formula": "C4H4NP", "method": "the ωB97M-V functional and the def2-TZVPD basis", "elements": ["C", "C", "C", "C", "N", "P", "H", "H", "H", "H"], "xyz": [[-2.433, -1.055, 0.482], [-1.196, -0.536, 0.110], [0.045, -0.446, 0.385], [-2.552, -0.046, -0.578], [1.233, -0.598, 0.523], [2.689, -0.186, -0.138], [-2.333, -0.105, -1.717], [-2.811, 0.946, -0.162], [2.677, -1.307, -1.041], [3.594, -0.904, 0.754]], "homo_energy_ev": -8.4, "e_lumo_ev": -0.308, "multiplicity": 1, "orbital_gap_ev": 8.1}

---

## Q
{"formula": "C4H4NP", "method": "the ωB97M-V functional and the def2-TZVPD basis", "elements": ["C", "C", "C", "C", "N", "P", "H", "H", "H", "H"], "xyz": [[0.883, 0.823, -0.094], [0.337, -0.104, 0.574], [1.439, 3.363, -1.298], [-0.205, -1.208, 1.105], [1.181, 3.805, -2.325], [-1.068, -2.450, 0.107], [1.223, 1.806, -0.412], [0.126, -1.703, 1.990], [-1.822, -1.626, -0.580], [-2.095, -2.706, 0.933]], "homo_energy_ev": [-8.7, -8.7], "e_lumo_ev": [-4.099, -4.093], "multiplicity": 1, "orbital_gap_ev": [4.6, 4.6]}

---

Energetically preferred structure: P | next structure: +33.5 kcal/mol

---

## P
{"formula": "C6H7Cl", "method": "the ωB97M-V functional and the def2-TZVPD basis", "elements": ["C", "C", "C", "C", "C", "C", "H", "H", "H", "H", "H", "H", "H", "Cl"], "xyz": [[1.189, -0.719, -0.140], [2.156, -1.375, -0.765], [0.083, -0.093, -0.831], [-0.930, 0.597, -0.303], [-2.014, 1.247, -1.030], [-3.031, 1.903, -0.490], [2.180, -1.416, -1.839], [2.917, -1.887, -0.205], [0.111, -0.166, -1.934], [-1.033, 0.643, 0.778], [-1.928, 1.208, -2.119], [-3.731, 2.413, -1.105], [-3.182, 1.889, 0.594], [1.173, -0.709, 1.599]], "homo_energy_ev": -8.6, "smiles": "C=C/C=C/C(=C)Cl", "e_lumo_ev": 0.247, "multiplicity": 1, "orbital_gap_ev": 8.8}

---

## Q
{"formula": "C6H7Cl", "method": "the ωB97M-V functional and the def2-TZVPD basis", "elements": ["C", "C", "C", "C", "C", "C", "H", "H", "H", "H", "H", "H", "H", "Cl"], "xyz": [[-0.734, -0.730, 1.504], [-0.608, 0.070, 0.196], [-0.148, -0.779, -0.982], [0.887, -0.222, -1.563], [1.256, 1.004, -0.802], [0.457, 1.100, 0.246], [-1.091, -0.052, 2.269], [-1.480, -1.458, 1.321], [0.254, -1.122, 1.729], [-0.742, -1.609, -1.292], [1.448, -0.584, -2.409], [2.140, 1.633, -0.997], [0.495, 1.838, 1.058], [-2.135, 0.912, -0.277]], "homo_energy_ev": -8.9, "smiles": "CC1(Cl)C=CC=C1", "e_lumo_ev": 0.626, "multiplicity": 1, "orbital_gap_ev": 9.5}

---

Energetically preferred structure: Q | next structure: +11.3 kcal/mol

---

## P
{"formula": "C2H4BrN", "method": "the ωB97M-V functional and the def2-TZVPD basis", "elements": ["C", "C", "N", "Br", "H", "H", "H", "H"], "xyz": [[-0.931, 0.964, 0.274], [0.882, -1.060, -0.170], [0.302, 0.820, 0.364], [-1.508, 2.706, 0.504], [-1.575, 0.153, 0.070], [1.919, -0.966, 0.225], [0.845, -0.940, -1.234], [0.067, -1.677, -0.034]], "homo_energy_ev": -9.4, "e_lumo_ev": 0.450, "multiplicity": 1, "orbital_gap_ev": 9.9}

---

## Q
{"formula": "C2H4BrN", "method": "the ωB97M-V functional and the def2-TZVPD basis", "elements": ["C", "C", "N", "Br", "H", "H", "H", "H"], "xyz": [[-0.540, 0.031, -1.126], [0.442, -0.047, 0.998], [0.230, 0.479, -0.301], [-0.800, 0.856, -2.796], [-1.124, -0.799, -0.933], [1.641, -0.231, 1.200], [-0.125, -0.974, 1.271], [0.276, 0.684, 1.686]], "homo_energy_ev": -10.0, "smiles": "C/N=C/Br", "e_lumo_ev": 0.910, "multiplicity": 1, "orbital_gap_ev": 10.9}

---

Energetically preferred structure: Q | next structure: +43.9 kcal/mol